{
  "formula": "C31H74BBr2ClIN2O14P2",
  "method": "ωB97M-V/def2-TZVPD",
  "charge": 1,
  "gap_ev": 8.1,
  "homo_energy_ev": -11.18,
  "total_energy_ha": -9001.7186,
  "de_lowest_ev": 0.0000,
  "elements": ["C", "Br", "H", "H", "H", "H", "H", "O", "C", "O", "C", "H", "O", "C", "H", "H", "C", "C", "H", "H", "H", "C", "C", "C", "H", "H", "H", "H", "C", "H", "Cl", "C", "H", "C", "P", "H", "N", "H", "H", "H", "H", "H", "C", "H", "H", "H", "H", "O", "H", "C", "H", "C", "H", "H", "C", "I", "H", "O", "C", "H", "H", "C", "H", "O", "C", "H", "H", "C", "H", "H", "O", "H", "H", "H", "H", "H", "N", "C", "C", "H", "H", "H", "H", "O", "H", "O", "C", "H", "C", "O", "H", "H", "H", "H", "C", "H", "H", "H", "H", "H", "H", "H", "H", "H", "C", "H", "H", "H", "H", "O", "O", "O", "Br", "H", "C", "C", "C", "H", "H", "P", "C", "H", "H", "B", "H", "C", "H", "O"],
  "positions_angstrom": [[0.23042, -1.25201, -0.25781], [3.46635, 0.09347, -1.27831], [0.34634, -1.42510, 2.32910], [0.63104, -5.42076, -0.73837], [1.40324, 0.36063, 0.45205], [-1.20311, 6.00801, -3.93714], [-3.92212, 4.39227, 2.24192], [-4.75111, -3.68254, 5.13987], [-0.30030, 2.49776, 3.26360], [0.80957, 1.90643, 2.60118], [8.03989, -1.11466, 3.31752], [4.14805, 4.56485, -5.98745], [-1.07745, 0.02508, -2.59620], [2.77835, -1.69307, -0.81175], [-3.01923, -4.71256, 5.08179], [-6.65711, -3.32406, 1.45000], [0.39697, -0.03957, 0.59648], [2.70279, -5.07814, -0.98156], [-0.67085, 3.31522, 2.64331], [-4.99014, -3.74215, 3.03904], [-0.66771, 10.80214, -5.07769], [0.16802, -0.36838, 2.10233], [0.70564, -3.40498, -1.31052], [-6.50275, -1.62544, 2.76599], [2.36200, -1.81118, 1.28281], [-2.69249, -3.32801, 2.02768], [-2.42958, 6.26094, -2.68989], [8.49602, -0.78972, 2.37647], [-2.35339, -4.85590, -3.13321], [-5.76408, -0.87654, 3.05771], [0.79049, 1.69527, -2.57921], [1.04323, 0.55844, 2.94963], [3.03658, -6.76949, 0.37388], [-4.28172, 4.15288, 3.24227], [-2.03765, -3.09374, -2.71191], [0.38208, -5.19764, -4.14934], [-0.90736, -1.83077, -0.45070], [4.40170, -6.32673, -0.64005], [-2.17662, -4.92953, -4.21025], [-0.88281, -0.17470, 2.34342], [-3.57507, 3.05435, 4.69326], [2.07164, 3.42410, -6.85125], [-4.48587, 5.41565, 4.05402], [9.85161, -0.87294, 4.46763], [0.32973, -1.78756, -3.12431], [4.76202, -1.92466, 2.06533], [1.86997, -0.99175, -3.10123], [3.64755, 4.46386, -4.03908], [2.77309, -4.06112, -3.80152], [1.26279, -1.87909, -1.15249], [2.10546, 0.36412, 2.76750], [-1.61234, 10.25846, -5.10343], [-2.36809, 10.89216, -5.56955], [-1.26859, -2.17619, -4.53297], [1.31081, -4.61100, -0.47311], [1.20107, -4.65222, 1.68228], [-7.37439, -1.11402, 2.35770], [-0.65310, 7.10755, -2.27137], [3.57858, -5.91741, -0.04241], [-5.59235, -2.04529, 0.85684], [5.30724, -1.42272, 0.47753], [3.55488, 3.91128, -5.34991], [0.00309, 2.90882, 4.23504], [-0.88523, -2.78169, -3.88287], [-0.90160, -3.16813, -1.13100], [0.28932, 6.95405, -2.40758], [-4.05570, -4.43204, 0.12569], [-2.82608, -3.14221, 6.54808], [-1.12104, 1.78822, 3.42342], [-5.05616, -2.77490, 5.25301], [-3.28717, 3.29655, 3.80650], [3.36710, -3.10440, 0.64570], [0.03157, 4.46451, -2.42249], [-0.29458, 0.75324, 0.28329], [-4.83460, 5.17691, 5.06138], [-1.91689, 10.06496, -4.07241], [-1.83274, -3.72487, 1.64752], [8.80928, -0.55427, 4.49657], [-1.44893, 8.95760, -5.86554], [3.30567, -4.23278, -1.31069], [3.15273, 3.89259, -3.44265], [3.30904, -2.29756, -1.54567], [8.05029, -2.20408, 3.33483], [-1.48806, -5.70114, -0.06093], [-1.75023, -5.60051, -2.62395], [0.43387, -5.12869, -3.18695], [4.46098, -1.37312, 1.16827], [8.79021, 0.53796, 4.48744], [-1.37766, 6.02997, -2.85559], [6.65973, -0.74903, 3.34120], [-1.13265, 9.14910, -6.89051], [1.66680, 4.82539, -5.84525], [2.50878, -5.72589, -1.84794], [1.52936, 3.19816, -5.18033], [-5.91010, -2.58344, 1.75156], [-5.22757, 6.06310, 3.58559], [4.30084, -0.34021, 1.48993], [-1.14309, -6.03918, 0.78683], [-0.70050, 7.92058, -4.39589], [-6.81809, -2.16462, 3.66157], [-1.73707, -3.17321, 6.59571], [-3.40762, -5.05018, -2.94353], [-1.60916, 3.88312, -2.74140], [-1.21861, 4.66132, -1.19430], [3.19793, -2.02850, 0.61087], [-3.22793, -3.73331, 7.37074], [6.61348, 0.21293, 3.31880], [0.83845, 0.37787, 4.01486], [-3.14188, -2.10604, 6.69221], [-3.38994, -4.05769, -0.48066], [-0.44311, 8.12321, -5.30243], [2.08962, -3.42800, -3.54617], [-2.50263, -1.03649, 0.02321], [4.03135, -5.32697, 0.75616], [0.07489, 0.10793, -2.54505], [2.12297, 3.83465, -5.84217], [0.95470, -1.12582, -2.52863], [-2.90673, -3.09011, 4.39148], [4.01841, 2.91830, -5.36604], [-1.93877, -4.18417, 0.18836], [-1.02874, 4.67628, -2.26897], [-2.40402, 8.42074, -5.90803], [-5.22671, 3.60946, 3.13788], [1.08126, -3.99768, -2.78212], [8.36701, -0.89138, 5.43421], [-3.32122, -3.67518, 5.21963], [-3.54929, 5.96619, 4.14314], [-4.74438, -3.24772, 2.24099]],
  "atomic_forces_ev_per_a": [[-0.01, 0.25, 0.28], [-0.09, 0.09, -0.02], [0.11, 0.11, -0.03], [0.04, 0.07, 0.29], [-0.12, -0.10, 0.00], [-0.09, -0.04, -0.01], [-0.01, 0.00, -0.01], [-0.01, 0.01, -0.18], [-0.06, 0.07, 0.10], [0.04, -0.06, -0.02], [-0.01, 0.03, -0.01], [0.01, 0.01, 0.01], [-3.69, -0.22, -0.17], [-0.16, -0.05, -0.21], [0.01, 0.00, -0.02], [-0.02, 0.03, -0.04], [0.19, -0.09, -0.06], [0.27, -0.15, 0.24], [0.06, -0.12, 0.06], [0.12, 0.13, 0.18], [-0.01, 0.01, -0.01], [-0.20, 0.23, -0.06], [-0.14, 0.20, -0.16], [0.13, -0.02, 0.07], [0.11, -0.11, 0.02], [0.14, 0.01, -0.12], [-0.01, 0.02, 0.00], [0.01, -0.04, -0.01], [-0.22, -0.04, 0.21], [-0.01, 0.02, -0.01], [0.42, 0.50, -0.08], [-0.17, -0.08, 0.04], [0.04, 0.17, 0.08], [-0.01, 0.00, 0.04], [-0.16, -0.01, 0.17], [0.25, -0.17, 0.13], [0.13, -0.11, -0.06], [-0.09, 0.06, 0.09], [-0.03, 0.01, 0.13], [0.14, -0.13, -0.02], [0.03, 0.05, -0.01], [0.01, -0.02, 0.00], [0.09, -0.02, 0.04], [0.01, 0.00, -0.01], [0.39, 0.22, 0.32], [-0.04, 0.12, -0.12], [0.01, 0.23, 0.32], [-0.07, -0.02, -0.01], [-0.26, 0.07, -0.33], [-0.04, -0.16, -0.31], [-0.09, -0.01, 0.00], [0.08, -0.01, 0.03], [-0.01, -0.01, 0.00], [0.15, 0.06, 0.12], [-0.15, 0.06, -0.47], [0.16, 0.17, 0.08], [0.00, -0.01, -0.02], [0.03, -0.01, -0.08], [0.13, -0.13, -0.37], [-0.02, -0.02, -0.03], [-0.16, 0.11, 0.03], [0.00, -0.06, 0.06], [-0.03, -0.10, -0.09], [-0.51, -0.34, -0.48], [0.03, -0.47, 0.43], [-0.02, 0.01, 0.03], [0.01, 0.29, -0.05], [-0.10, -0.02, 0.03], [0.10, 0.10, -0.09], [0.00, -0.04, 0.08], [-0.07, -0.06, 0.03], [-0.19, -0.02, 0.04], [-0.01, -0.02, -0.04], [0.06, -0.20, -0.01], [-0.03, 0.01, -0.01], [-0.03, 0.00, -0.01], [-0.15, -0.05, -0.09], [-0.09, 0.01, 0.05], [-0.01, -0.02, 0.03], [-0.06, -0.02, -0.07], [0.04, 0.02, 0.00], [-0.03, 0.03, 0.13], [0.01, -0.01, -0.01], [-0.02, 0.27, 0.09], [-0.03, 0.05, 0.02], [0.08, 0.07, 0.08], [0.09, -0.32, 0.40], [0.03, 0.00, -0.01], [-0.03, -0.16, -0.18], [0.09, 0.08, 0.01], [-0.01, 0.00, -0.01], [0.02, 0.01, -0.04], [0.03, 0.29, -0.01], [-0.02, -0.06, -0.05], [-0.05, 0.02, 0.01], [-0.01, -0.01, -0.01], [0.06, -0.11, -0.28], [-0.05, -0.04, -0.17], [0.07, 0.17, 0.13], [-0.05, 0.00, -0.02], [0.00, 0.00, -0.02], [0.00, -0.01, 0.00], [0.01, 0.01, -0.03], [-0.02, -0.01, 0.00], [0.01, 0.02, 0.16], [0.02, -0.01, 0.00], [-0.02, -0.03, 0.03], [0.08, 0.05, -0.11], [0.03, 0.01, -0.01], [0.22, -0.45, -0.14], [-0.03, -0.06, -0.03], [0.11, -0.13, 0.62], [-0.07, 0.28, 0.07], [-0.21, -0.10, 0.03], [3.08, -0.12, 0.25], [-0.05, 0.11, 0.11], [0.40, -0.33, -0.31], [0.03, -0.04, 0.00], [0.02, 0.01, -0.06], [0.12, 0.06, -0.04], [0.09, 0.18, 0.21], [-0.01, 0.01, -0.03], [0.00, 0.01, -0.04], [0.01, 0.23, -0.41], [0.02, -0.01, 0.00], [0.03, 0.05, 0.03], [-0.01, 0.01, -0.01], [-0.14, -0.16, -0.18]]
}


{
  "formula": "C45H54O3",
  "method": "ωB97M-V/def2-TZVPD",
  "charge": 0,
  "gap_ev": 9.5,
  "homo_energy_ev": -8.98,
  "total_energy_ha": -1972.7629,
  "de_lowest_ev": 0.1930,
  "elements": ["C", "H", "C", "H", "H", "C", "C", "H", "H", "C", "C", "C", "H", "O", "C", "C", "H", "C", "C", "C", "H", "C", "H", "H", "C", "H", "H", "C", "H", "C", "C", "H", "C", "C", "O", "C", "H", "H", "C", "H", "H", "C", "C", "H", "C", "C", "H", "H", "C", "H", "H", "H", "C", "H", "H", "H", "C", "C", "C", "C", "H", "H", "H", "H", "H", "H", "C", "H", "C", "C", "H", "H", "H", "H", "C", "H", "C", "H", "C", "H", "H", "H", "C", "C", "C", "H", "O", "H", "H", "H", "C", "H", "C", "H", "C", "H", "H", "C", "C", "H", "H", "H"],
  "positions_angstrom": [[-20.09404, 6.55023, 16.00096], [-21.63281, 9.58567, 15.88844], [-20.83556, 8.86149, 15.80852], [-20.35673, 3.01787, 15.59374], [-19.26529, -4.42305, 16.60809], [-19.76054, 2.21647, 18.90574], [-14.01073, -1.27241, 10.14383], [-15.76311, 7.16399, 16.57479], [-17.58708, 8.68186, 15.18589], [-21.52786, -5.30285, 13.41489], [-19.12385, -1.02504, 16.99273], [-15.19573, -0.80059, 11.04087], [-17.21757, -0.30267, 13.60339], [-15.73695, -1.62458, 11.75967], [-20.40442, 2.36844, 21.23610], [-14.94596, 4.06834, 15.64782], [-24.78552, 2.54948, 18.48238], [-19.23945, 0.35688, 13.75908], [-19.07676, -4.04121, 12.93424], [-23.17571, 1.66550, 16.60814], [-18.43160, 3.80236, 18.27428], [-21.46577, -4.13386, 12.63376], [-20.51114, 1.38575, 10.77841], [-19.35341, 10.25953, 15.30036], [-19.57343, 9.20876, 15.41809], [-17.89390, 3.11897, 16.04508], [-18.10498, 4.78566, 20.43067], [-19.75764, 0.98118, 8.81978], [-19.59231, 3.96011, 22.36629], [-18.50669, -3.34781, 18.31392], [-20.43113, 1.73162, 20.01620], [-22.82134, 1.33973, 17.58610], [-20.15063, 1.20718, 14.32969], [-15.58336, 0.65438, 11.03114], [-25.24915, 1.03580, 15.67836], [-17.44257, 1.35903, 14.95159], [-20.16915, 5.49057, 16.19555], [-25.43946, 0.91406, 18.50610], [-19.61621, 3.49611, 21.39134], [-14.89939, 2.37009, 17.01935], [-19.61591, 1.63108, 18.00974], [-19.11941, -5.12762, 13.75993], [-15.73448, 5.48523, 17.87275], [-18.25656, -5.52775, 14.27155], [-20.06439, 0.52653, 10.27817], [-24.65764, 1.45695, 16.64925], [-19.34417, -0.16000, 16.38480], [-22.34686, -3.72317, 12.16321], [-15.12282, 3.41502, 16.86254], [-14.72558, 1.19257, 10.62780], [-18.37660, 0.00957, 18.77416], [-20.84780, 0.73723, 19.95333], [-19.00654, 3.39378, 19.09214], [-13.90943, -2.35749, 10.12257], [-14.03428, -0.81755, 9.15355], [-22.94777, 2.72282, 16.47315], [-15.53800, 6.11230, 16.67315], [-15.08934, 5.41474, 15.55282], [-21.11366, 7.52171, 16.01122], [-18.32857, 2.32017, 15.46252], [-22.57099, 1.17149, 15.84763], [-13.03473, -0.99339, 10.54089], [-21.19052, 1.10832, 14.05538], [-16.43432, 0.75697, 10.35775], [-20.71470, -0.34769, 10.30900], [-18.01372, 6.21961, 15.62142], [-25.39297, 1.83568, 17.92597], [-20.38723, -6.55847, 14.69576], [-18.84680, 4.00425, 20.35643], [-18.55868, -0.91644, 18.24902], [-16.44877, 1.36637, 15.37435], [-19.14877, 0.19712, 10.76932], [-20.86912, 1.81982, 22.04201], [-20.21091, -2.62641, 11.76608], [-20.35046, -5.70279, 14.03782], [-17.76312, -2.08625, 19.88082], [-15.58369, 4.09697, 17.98249], [-19.76673, -2.29761, 15.38477], [-18.57605, 8.29520, 15.38293], [-14.76855, 3.48096, 14.75905], [-15.88361, 1.08783, 11.98511], [-14.92567, 5.87112, 14.58777], [-19.72826, 2.25434, 15.15963], [-19.39141, -2.23500, 16.39551], [-18.80260, 6.95634, 15.65773], [-21.51663, 1.96557, 8.20856], [-18.61524, 1.16247, 8.49368], [-21.46318, 0.29073, 8.04619], [-20.43200, 1.34030, 6.86710], [-22.10027, 7.18815, 16.29712], [-18.29422, -2.11251, 18.94079], [-15.85689, 3.62161, 18.91297], [-19.07274, -3.45761, 17.05224], [-18.08345, -3.63858, 12.80149], [-20.24004, -3.47598, 12.43224], [-19.64554, -0.37080, 13.07208], [-26.39076, 2.19011, 17.66731], [-17.89714, 0.39563, 14.06919], [-20.85342, 1.17453, 7.85858], [-22.46545, -5.83635, 13.46684], [-16.14228, 6.06675, 18.68634], [-18.29614, -4.25100, 18.86737]],
  "atomic_forces_ev_per_a": [[0.79, 0.95, -0.75], [0.01, 0.10, 0.00], [-1.05, -0.84, -0.39], [-0.38, -0.15, -0.14], [-0.01, 0.05, -0.11], [0.99, 1.32, 0.85], [-0.19, 0.34, 0.35], [0.14, 0.17, 0.11], [0.26, -0.29, -0.19], [0.58, 1.38, -0.64], [-0.18, 0.69, -0.63], [0.70, -1.43, 0.71], [0.08, -0.20, 0.08], [0.08, 0.70, -0.46], [0.28, -0.34, -0.39], [0.27, -1.42, 0.08], [-0.32, 0.13, 0.11], [-0.23, -0.60, -0.39], [0.83, 0.79, 0.12], [0.66, 0.01, 0.71], [0.09, -0.07, -0.20], [0.64, -0.09, 0.19], [-0.09, -0.21, 0.31], [0.14, 0.09, -0.27], [-0.32, 1.66, 0.63], [-0.23, 0.09, 0.30], [-0.28, 0.27, 0.36], [0.72, -0.30, 1.55], [0.21, 0.06, 0.16], [-0.36, -0.07, 0.46], [0.14, -0.94, -0.68], [0.49, 0.27, 0.10], [-0.42, 1.46, 0.50], [0.44, -0.05, -0.52], [-0.16, -0.04, 0.30], [-0.70, 0.59, 0.75], [-0.81, 0.00, 0.16], [-0.23, 0.02, 0.20], [0.12, 0.49, 0.92], [-0.16, -0.26, -0.50], [-0.49, 0.18, -0.21], [-1.06, -0.58, 0.83], [-0.85, -0.57, 0.35], [0.24, 0.11, -0.22], [0.21, -0.01, -1.08], [-0.42, 0.05, -1.33], [-0.01, 0.31, 0.23], [-0.16, -0.09, -0.01], [-0.30, -0.26, 1.00], [-0.24, 0.36, -0.07], [0.08, 0.17, -0.34], [-0.39, -0.06, -0.03], [0.25, -0.25, 0.29], [-0.68, 0.03, -0.24], [-0.22, -0.20, -0.11], [-0.15, 0.23, 0.38], [0.52, 0.72, -0.78], [-0.59, 0.61, 0.03], [0.15, -1.34, 0.89], [-1.11, -0.58, -0.81], [-0.71, -0.40, -0.12], [-0.10, 0.60, 0.44], [-0.15, 0.02, 0.05], [-0.01, 0.15, -0.25], [-0.44, 0.24, -0.10], [0.14, 0.07, 0.02], [0.74, -0.26, -0.54], [0.02, -0.16, 0.10], [-0.90, -1.07, -1.53], [-0.09, -1.49, 1.05], [0.31, -0.03, -0.47], [0.11, 0.48, -0.10], [-0.15, 0.55, 0.38], [0.10, 0.19, 0.09], [-0.52, -1.04, -0.07], [-0.24, 0.01, 0.25], [0.36, 1.01, -0.48], [-0.20, 0.22, -0.08], [1.48, -0.60, -0.19], [0.42, -0.06, -0.05], [0.11, -0.44, 0.12], [-0.13, 0.34, 0.05], [2.27, -0.35, 0.13], [0.52, -2.06, 0.29], [-0.61, -0.03, 0.15], [0.13, 0.38, -0.22], [0.90, 0.09, -0.16], [-0.24, -0.27, -0.98], [-0.49, -0.18, 0.07], [-0.22, 0.16, -0.04], [0.48, 0.23, -1.12], [0.29, -0.28, 0.01], [-0.13, 1.85, 0.05], [-0.07, 0.53, -0.49], [-0.59, -0.88, -0.32], [0.25, -0.26, -0.07], [0.14, -0.02, 0.22], [0.35, 0.00, -0.08], [-0.74, -0.23, 0.73], [0.05, -0.09, 0.41], [0.06, -0.02, 0.22], [0.20, -0.11, 0.06]]
}